No. 1
# C19H29F17NO4P

2 unconnected molecules or ions with the total composition C19H29F17NO4P (wB97M-V/def2-TZVPD, OMol25).

Summary:
structure (SMILES)	N[PH2](CCCO)CCC(F)(F)C(F)(F)C(F)(F)C(F)(F)C(F)(F)C(F)(F)C(F)(F)C(F)(F)F.COCCOCCOC
HOMO	-8.88	eV
2S+1	1
charge	0
LUMO level	-0.925	eV
frontier orbital gap	7.960	eV

Structure (XYZ):
```
71
Properties=species:S:1:pos:R:3:forces:R:3
N 5.042260 -2.322938 0.864744 0.6 0.1 1.6
P 5.626241 -1.357676 -0.521993 0.7 -1.9 -0.2
C 4.444243 -2.358945 -1.635486 -1.5 -1.5 -0.1
C 5.161704 -3.181554 -2.858564 -0.6 1.2 -1.7
C 4.155194 -4.362626 -3.464421 0.2 0.7 0.8
O 3.634713 -4.015465 -4.827381 -0.9 -1.7 1.8
C 6.414209 -0.397850 -1.968728 1.2 2.0 -1.0
C 5.398836 0.584468 -2.799420 0.4 -0.3 -1.1
C 5.115306 2.043227 -2.103728 2.3 0.7 -0.7
F 5.696171 2.169030 -0.714195 -2.2 -0.3 -4.1
F 5.892512 3.054552 -2.915436 -2.4 -2.6 2.5
C 3.548151 2.547812 -2.176405 0.9 2.8 -1.4
F 3.122078 2.610954 -3.622169 1.2 -0.5 4.8
F 3.575515 3.990891 -1.728613 -0.7 -4.8 -1.0
C 2.485532 1.622667 -1.340895 -0.7 -2.3 0.9
F 3.069120 1.014699 -0.086804 -1.7 2.2 -4.3
F 2.056175 0.450940 -2.172595 1.4 3.6 2.3
C 1.112635 2.384816 -0.871524 0.2 3.0 1.9
F 1.449610 3.074833 0.430023 -1.0 -2.2 -4.2
F 0.681955 3.492508 -1.788327 1.4 -4.1 2.8
C -0.148027 1.381901 -0.517471 -1.0 0.2 3.2
F -0.930483 2.100148 0.558429 2.5 -2.5 -3.5
F 0.289217 0.096852 0.146547 -1.3 4.3 -2.7
C -1.204200 1.148455 -1.748288 -1.9 1.9 -1.4
F -0.621255 1.214805 -3.106559 -1.5 -0.3 4.5
F -2.198108 2.282922 -1.660611 3.4 -3.6 -0.4
C -2.087274 -0.229230 -1.662119 -3.4 0.0 0.0
F -2.541840 -0.573061 -0.266742 2.1 1.2 -4.8
F -3.367100 0.054795 -2.413792 4.2 -1.0 2.3
C -1.409395 -1.521491 -2.448993 0.1 -3.2 -1.2
F 0.019397 -1.742871 -2.129599 -5.1 0.9 -1.0
F -2.200015 -2.738489 -2.033879 3.0 4.2 -1.4
F -1.538840 -1.453194 -3.931033 0.5 0.1 5.4
H 5.497378 -1.896272 1.709900 -0.6 -0.7 -0.8
H 5.386868 -3.310385 0.833595 -0.4 1.1 0.0
H 5.311919 -0.174359 0.235732 0.0 -0.4 -0.6
H 6.951533 -1.943256 -0.275822 -0.5 0.6 -0.6
H 3.544993 -1.656843 -1.987570 2.0 -1.6 0.4
H 3.920110 -3.182342 -0.948063 1.2 2.0 -1.4
H 6.241768 -3.577932 -2.614958 -2.3 0.6 -0.2
H 5.297532 -2.408184 -3.752579 -0.2 -1.7 1.7
H 4.772871 -5.359155 -3.482398 -1.5 1.7 0.0
H 3.210883 -4.384901 -2.767156 2.0 -0.4 -1.1
H 2.772372 -4.557344 -4.904809 2.1 1.3 0.1
H 6.998365 -1.085173 -2.748547 -1.5 1.4 1.7
H 7.260578 0.302070 -1.500598 -1.7 -1.5 -0.9
H 5.935605 0.797354 -3.845081 -1.4 0.0 2.4
H 4.396279 0.011312 -3.102185 2.0 1.5 1.0
C -6.216490 -0.555248 6.513486 -0.1 0.0 -0.4
O -6.540410 0.030767 5.264745 0.2 0.1 0.2
C -7.151317 1.312437 5.406097 0.1 -0.4 -0.6
C -6.985598 2.127622 4.120704 0.2 0.2 0.4
O -5.684855 2.718032 3.994001 -0.1 -0.5 -0.1
C -4.618178 1.813808 3.675414 -0.1 0.3 -0.3
C -4.658849 1.326089 2.225120 -0.2 -0.5 0.5
O -5.621357 0.282085 2.079041 -0.2 0.3 -0.2
C -6.075415 0.150699 0.740563 0.1 -0.1 0.4
H -7.121486 -0.717786 7.104979 0.0 0.0 0.2
H -5.737045 -1.518525 6.330262 -0.1 0.1 -0.1
H -5.515576 0.078968 7.062064 0.0 0.1 0.2
H -6.706361 1.858447 6.244566 0.0 0.1 0.0
H -8.216543 1.150004 5.602822 -0.1 0.2 0.1
H -7.683471 2.971056 4.163705 0.2 0.0 0.1
H -7.244830 1.550677 3.230916 0.1 -0.2 0.2
H -4.576717 0.986593 4.386740 -0.1 -0.1 -0.2
H -3.698150 2.392383 3.811652 -0.2 0.1 -0.1
H -3.682634 0.913270 1.948513 0.2 0.2 0.0
H -4.897072 2.166228 1.563373 0.0 0.0 0.0
H -6.558689 1.075968 0.410811 0.1 0.0 -0.1
H -6.813321 -0.654864 0.703404 0.2 0.1 0.1
H -5.238927 -0.099187 0.083588 0.0 0.1 -0.2
```
Positions in Å, forces in eV/Å.

=====

No. 2
# C19H29F3N6O5

8 unconnected molecules or ions with the total composition C19H29F3N6O5 (wB97M-V/def2-TZVPD, OMol25).

Summary:
structure (SMILES)	CCOC(=O)C(F)(F)F.COC(=O)OC.CC#N.CC#N.CC#N.CC#N.CC#N.CC#N
HOMO	-10.56	eV
2S+1	1
charge	0
LUMO level	0.119	eV
frontier orbital gap	10.676	eV

Structure (XYZ):
```
62
Properties=species:S:1:pos:R:3:forces:R:3
C -7.325460 -8.748860 -8.156700 -0.7 -1.1 0.2
C -6.728070 -7.402970 -8.264860 -0.5 0.4 2.5
O -7.146910 -6.754560 -9.414820 1.3 2.1 -2.9
C -6.347690 -5.776810 -9.930170 1.7 -1.0 0.9
O -5.226390 -5.462030 -9.582760 -1.7 -0.6 0.0
C -6.976160 -5.053990 -11.106780 -1.1 -0.8 -1.0
F -6.157070 -4.766950 -12.103410 0.9 -0.1 0.1
F -7.962290 -5.788170 -11.646570 -0.2 -0.1 0.1
F -7.485880 -3.920030 -10.686900 -0.6 1.1 0.6
H -8.348740 -8.749560 -8.532190 0.0 0.1 0.0
H -7.410960 -8.869610 -7.076780 0.1 -0.7 0.0
H -6.822510 -9.596650 -8.621880 0.3 0.2 0.1
H -5.683800 -7.364740 -7.954820 0.2 0.2 -0.9
H -7.270380 -6.851570 -7.496770 0.3 0.3 0.4
C -17.398680 3.081950 -5.134200 0.0 0.2 -0.3
O -17.602050 1.936260 -4.314560 0.8 -1.0 1.3
C -17.856290 0.696160 -4.755720 -2.7 0.8 -3.6
O -18.168570 0.455180 -5.924950 1.3 0.1 1.5
O -18.043400 -0.140400 -3.764090 0.6 -0.3 2.1
C -18.394870 -1.518280 -3.931740 0.8 -0.7 -1.2
H -16.796460 3.771560 -4.542720 -0.1 -0.2 0.1
H -18.354920 3.562910 -5.340090 0.0 -0.2 -0.1
H -16.867960 2.904030 -6.069510 -0.2 -0.4 0.1
H -17.642250 -2.032450 -4.529470 0.0 0.4 -0.6
H -19.369060 -1.678580 -4.393650 0.0 0.4 0.1
H -18.302950 -2.119970 -3.027510 -0.4 1.1 0.7
C -13.426720 -4.732350 -2.709240 1.1 0.3 -0.4
C -12.008690 -4.495170 -3.221600 1.1 0.1 -0.4
N -10.947820 -4.291010 -3.681490 -2.8 -0.5 1.3
H -13.533530 -4.841460 -1.629970 0.7 0.1 0.0
H -13.838220 -5.651250 -3.126830 0.1 0.2 -0.3
H -14.018290 -3.859280 -2.984700 -0.1 -0.2 -0.2
C -14.484690 -4.609500 4.675320 0.1 -1.0 -0.4
C -13.821210 -3.665310 3.822140 -0.8 -1.1 1.0
N -13.311130 -2.897310 3.173060 1.2 1.8 -1.6
H -13.832960 -4.810710 5.525540 -0.6 0.3 0.5
H -14.531090 -5.569160 4.160530 -0.1 0.0 -0.2
H -15.514890 -4.286070 4.824230 0.2 0.0 0.7
C -13.230580 -3.377460 -8.631520 0.2 -0.1 0.5
C -12.994530 -4.781490 -8.482530 -0.4 -4.0 -0.5
N -12.932690 -5.946640 -8.422810 0.1 2.4 0.1
H -13.564220 -3.146760 -9.643230 0.3 0.1 0.1
H -12.265250 -2.958390 -8.347590 -0.4 0.9 -0.1
H -14.034250 -3.180980 -7.921860 0.2 0.7 0.0
C -8.378590 0.451090 -5.402880 0.0 0.0 0.0
C -9.415570 1.000760 -6.292900 0.2 0.0 -0.2
N -10.239540 1.437620 -6.968350 0.4 -0.2 0.3
H -7.967560 -0.499810 -5.741910 -0.5 -0.1 -0.1
H -8.826680 0.328580 -4.416820 0.2 -0.1 0.0
H -7.488720 1.076970 -5.335700 -0.3 0.4 0.0
C -22.023930 -9.195580 -2.617740 0.7 0.2 0.5
C -20.534120 -8.998660 -2.604410 1.8 -0.1 -0.2
N -19.363550 -8.902350 -2.588730 -3.2 -0.2 0.0
H -22.557670 -8.357390 -3.065710 0.3 0.0 -0.2
H -22.360630 -9.239170 -1.581960 0.1 -0.1 0.0
H -22.319220 -10.131490 -3.092040 0.3 0.1 -0.1
C -13.607170 -11.566260 -4.304110 1.0 -0.3 0.0
C -12.732810 -12.573280 -3.650480 0.7 -2.7 1.3
N -12.126610 -13.447340 -3.142650 -1.7 2.8 -1.5
H -14.655820 -11.618780 -4.011410 0.3 -0.1 0.4
H -13.569160 -11.732890 -5.380630 0.1 0.1 0.0
H -13.157940 -10.600190 -4.073900 -0.4 0.2 -0.1
```
Positions in Å, forces in eV/Å.

=====

No. 3
# C19H29F5N3O3RuSbSe2Te

A molecular structure, C19H29F5N3O3RuSbSe2Te (wB97M-V/def2-TZVPD, OMol25).

Summary:
HOMO (spin up / spin down)	-12.43 / -14.12	eV
2S+1	5
charge	+2
LUMO level (spin up / spin down)	-6.953 / -6.994	eV
frontier orbital gap (spin up / spin down)	5.481 / 7.130	eV

Structure (XYZ):
```
64
Properties=species:S:1:pos:R:3:forces:R:3
Ru 1.152562 -2.041721 0.732563 0.5 1.4 0.9
Se 4.285194 -2.787643 2.016750 0.3 0.3 0.0
Se 2.920970 -4.319035 0.946822 -0.3 -0.6 -0.6
C 2.771226 -3.802043 -0.938278 -1.8 1.8 0.1
C 3.478269 -4.329755 -1.967325 2.0 -1.2 0.2
C 3.388043 -3.884282 -3.278564 -0.2 1.1 -0.8
C 2.456699 -2.845114 -3.555107 1.1 -1.6 1.7
C 1.711386 -2.374507 -2.482974 -0.2 -0.6 1.1
N 1.824895 -2.846005 -1.196837 0.8 -0.1 -0.9
C 2.986600 -1.910363 3.132950 -1.7 0.3 -0.2
C 3.361344 -1.502455 4.395229 0.2 -0.1 0.5
C 2.429518 -1.045617 5.314281 -1.1 -0.2 -0.5
C 1.086352 -1.014605 4.940389 -0.1 0.9 0.7
C 0.772753 -1.326266 3.649246 -0.4 -0.1 -1.2
N 1.684353 -1.742660 2.747114 1.2 -0.2 0.3
H 4.251676 -5.044295 -1.674704 -0.2 0.0 -0.4
H 4.118865 -4.264750 -4.039890 -1.1 0.3 0.7
H 2.332846 -2.418824 -4.515229 -0.1 0.3 -0.8
H 0.948236 -1.631823 -2.642770 -0.2 0.1 0.2
H 4.375499 -1.610722 4.706324 0.6 -0.1 0.1
H 2.661046 -0.758774 6.319110 0.5 0.1 0.3
H 0.288056 -0.612192 5.595793 0.7 -0.5 -0.4
H -0.241357 -1.221544 3.264435 0.2 -0.1 0.1
O 1.776407 1.348100 0.240464 0.1 0.2 0.7
N 2.733053 0.679228 0.687894 0.8 -0.1 -0.4
O 2.727999 -0.530249 0.451500 -0.7 -0.7 0.0
C 1.615120 4.391004 0.749096 1.0 -0.3 -1.1
C 0.306646 4.229073 0.069747 1.5 0.1 -1.1
C -0.878417 4.490773 0.824317 -0.5 -1.1 1.2
Sb -0.226451 1.310063 -0.300648 -0.1 -1.0 -1.0
C 0.521313 1.371586 -2.378764 -0.4 -0.6 0.7
C -0.729744 1.648687 -3.225705 0.5 -1.7 0.5
C 1.680210 2.332945 -2.624457 -0.2 -1.2 -1.0
C -5.585130 -0.401908 0.590615 -0.2 -0.9 1.3
C -5.490574 0.870459 1.271503 2.4 0.7 -1.0
C -6.070362 -0.619000 -0.723456 -0.7 -0.1 -0.4
H 1.934491 5.446733 0.843016 -0.3 -0.2 -0.1
H 2.377603 3.902414 0.098789 -0.2 0.3 0.8
H 1.627761 3.983571 1.769598 0.0 -0.1 -0.3
H 0.277767 4.233270 -1.035282 0.0 0.1 0.7
H -0.621947 4.477108 1.880444 -0.3 0.4 0.2
H -1.550632 3.670388 0.681691 -0.9 -0.7 0.0
H -1.456011 5.325589 0.553110 -0.5 1.5 -0.3
H 0.895595 0.377928 -2.633071 -0.2 -0.1 0.4
H -1.501042 2.115854 -2.674256 -1.0 0.8 0.5
H -1.158682 0.715496 -3.614203 0.2 0.3 0.1
H -0.427782 2.260863 -4.012097 0.1 1.1 -1.5
H 1.445484 3.313645 -2.328144 -0.1 1.3 0.3
H 1.768087 2.334608 -3.731487 0.4 0.2 0.6
H 2.617658 2.006273 -2.169757 -0.1 0.1 -0.1
H -5.363947 -1.283862 1.230999 0.0 0.4 -0.7
H -5.098000 1.648964 0.568236 -0.6 -0.5 0.2
H -4.777425 0.874003 2.116325 -1.0 -0.3 -0.1
H -6.511676 1.145408 1.482699 -0.6 0.3 0.5
H -6.398781 0.275660 -1.261221 0.3 -0.2 0.1
H -6.866718 -1.403056 -0.718639 0.4 0.3 0.2
H -5.274379 -1.200441 -1.238884 0.0 0.2 0.0
F -2.589478 0.190341 -0.985807 -0.1 -0.9 -0.2
Te -2.083139 -1.707262 -0.657702 1.8 0.7 -0.2
F -3.766397 -2.386043 -1.206180 -1.5 0.4 -0.8
F -1.310952 -1.302863 -2.478780 -0.8 -0.6 0.7
F -0.279778 -2.922217 1.546222 -0.3 -0.6 -0.7
F -2.964957 -1.072574 1.000182 -0.1 -0.3 -0.1
O -0.367824 -0.805564 -0.127237 0.9 1.7 0.4
```
Positions in Å, forces in eV/Å.

=====

No. 4
# C19H29FN2O5S

C19H29FN2O5S in the gas phase (wB97M-V/def2-TZVPD, OMol25).

Summary:
structure (SMILES)	O=C(NC[C@H]1C[C@@H]2CC[C@H]1N2C(=O)[C@H]1CCS(=O)(=O)C1)[C@@H](F)C1CCOCC1
HOMO	-9.70	eV
2S+1	1
charge	0
LUMO level	0.376	eV
frontier orbital gap	10.074	eV

Structure (XYZ):
```
57
Properties=species:S:1:pos:R:3:forces:R:3
O -0.421529 1.611094 -2.655325 0.0 0.0 0.0
C -0.699283 0.716877 -1.875101 0.0 0.1 0.1
N 0.121805 0.251141 -0.914427 0.1 -0.2 -0.1
C 1.511977 0.654353 -0.734074 -0.1 0.2 0.0
C 2.321040 0.833319 -2.026859 0.0 -0.1 0.0
C 2.379401 2.296995 -2.548548 0.0 0.0 0.0
C 3.869319 2.648488 -2.453215 -0.1 0.0 0.0
C 4.627241 1.930129 -3.580074 0.0 0.0 0.0
C 4.544258 0.446157 -3.132036 0.0 0.0 0.0
C 3.812577 0.546248 -1.778303 0.0 0.0 0.0
N 4.264037 1.856442 -1.276117 0.0 0.0 0.0
C 5.413392 2.108537 -0.591537 0.0 0.0 0.0
O 5.998080 3.173914 -0.670482 0.0 0.0 0.0
C 5.893624 0.989639 0.339775 0.0 0.0 0.0
C 7.147603 1.437145 1.111127 0.0 0.0 0.0
C 6.654572 2.259392 2.293919 0.0 0.0 0.0
S 5.356032 1.236593 2.960134 0.0 0.0 0.0
O 5.967294 0.148139 3.681974 0.0 0.0 0.0
O 4.313529 2.010267 3.578836 0.0 0.0 0.0
C 4.807985 0.598229 1.364310 0.0 0.0 0.0
C -2.081622 0.076953 -1.909656 0.0 0.0 0.0
F -2.043196 -1.152558 -1.231867 0.0 0.0 0.0
C -3.152166 0.948684 -1.267802 0.0 0.0 0.0
C -3.337399 2.281423 -1.995959 0.0 0.0 0.0
C -4.487851 3.055315 -1.372168 0.0 0.0 0.0
O -5.695611 2.316328 -1.387085 0.0 0.0 0.0
C -5.570129 1.114387 -0.652025 0.0 0.0 0.0
C -4.491468 0.210916 -1.227294 0.0 0.0 0.0
H -0.210958 -0.541574 -0.391756 0.0 0.0 0.0
H 1.557008 1.578105 -0.149719 0.0 0.0 0.0
H 1.965996 -0.129811 -0.125921 0.0 0.0 0.0
H 1.931296 0.148145 -2.780672 0.0 0.0 0.0
H 1.999351 2.391415 -3.562904 0.0 0.0 0.0
H 1.779117 2.949007 -1.917079 0.0 0.0 0.0
H 4.096504 3.702221 -2.335549 0.0 0.0 0.0
H 4.172314 2.107161 -4.553618 0.0 0.0 0.0
H 5.661447 2.271666 -3.618100 0.0 0.0 0.0
H 3.999767 -0.185088 -3.834001 0.0 0.0 0.0
H 5.538229 0.016171 -3.000964 0.0 0.0 0.0
H 4.003656 -0.278919 -1.095859 0.0 0.0 0.0
H 6.136462 0.129389 -0.288180 0.0 0.0 0.0
H 7.688915 0.562563 1.473175 0.0 0.0 0.0
H 7.799923 2.020948 0.467018 0.0 0.0 0.0
H 7.390267 2.422703 3.078138 0.0 0.0 0.0
H 6.213720 3.202618 1.973290 0.0 0.0 0.0
H 3.841655 1.047385 1.147901 0.0 0.0 0.0
H 4.700594 -0.477494 1.490770 0.0 0.0 0.0
H -2.327193 -0.135686 -2.952313 0.0 0.0 0.0
H -2.834312 1.152828 -0.236562 0.0 0.0 0.0
H -2.426639 2.878977 -1.964276 0.0 0.0 0.0
H -3.563277 2.092795 -3.049686 0.0 0.0 0.0
H -4.237274 3.326926 -0.335698 0.0 0.0 0.0
H -4.682042 3.973739 -1.924026 0.0 0.0 0.0
H -5.339328 1.347412 0.398411 0.0 0.0 0.0
H -6.544590 0.628951 -0.683696 0.0 0.0 0.0
H -4.774849 -0.079253 -2.244314 0.0 0.0 0.0
H -4.416461 -0.699200 -0.630906 0.0 0.0 0.0
```
Positions in Å, forces in eV/Å.

=====

We obtain strongest force on any atom values of 0.106 0.089 0.052 0.005 hartree/bohr for the records listed above, in that order.